{"formula": "C9H10ClN2O2S", "method": "ωB97M-V with the def2-TZVPD basis set", "symbols": ["Cl", "S", "O", "O", "N", "N", "C", "C", "C", "C", "C", "C", "C", "C", "C", "H", "H", "H", "H", "H", "H", "H", "H", "H", "H"], "xyz": [[-6.394734, -1.356505, -0.559364], [-6.209485, 0.616734, -0.118096], [2.776316, -0.012206, -0.001828], [-6.458003, 0.794549, 1.275222], [-2.135867, 0.169662, 0.114855], [-2.139678, 2.312942, -0.175171], [2.931505, -1.415253, 0.025387], [0.376030, 2.666456, -0.210988], [-2.932158, 1.233427, -0.050882], [-0.816030, 1.950990, -0.116855], [-2.573436, -1.178582, 0.348865], [-0.809357, 0.553632, 0.061260], [0.363582, -0.179753, 0.111008], [1.558701, 0.536326, -0.002243], [1.542401, 1.948938, -0.145047], [-3.634848, -1.173145, 0.582292], [4.002678, -1.594471, -0.038660], [-2.399475, -1.801429, -0.531572], [-2.474775, 3.257388, -0.284946], [-2.026237, -1.601241, 1.191980], [0.344491, -1.250735, 0.226566], [2.433360, -1.885650, -0.827510], [0.384585, 3.737024, -0.340024], [2.498155, 2.442588, -0.212519], [2.548551, -1.844885, 0.956597]], "forces_ev_per_angstrom": [[0.1, 0.3, 0.0], [0.8, -0.3, -0.9], [0.2, 0.4, 0.0], [-0.2, 0.2, 1.0], [-0.8, 0.3, 0.0], [-1.6, 0.2, -0.1], [-0.1, -0.4, 0.0], [-0.1, 0.0, 0.0], [1.1, 0.0, 0.1], [0.7, -1.3, 0.2], [-0.2, -0.8, 0.0], [0.3, 1.5, -0.3], [0.6, -0.2, 0.0], [-0.7, 0.1, 0.0], [0.0, -0.3, 0.0], [0.0, 0.0, 0.0], [-0.1, 0.0, 0.0], [0.0, 0.1, 0.1], [-0.1, 0.0, 0.0], [-0.1, 0.1, 0.0], [0.1, -0.1, 0.0], [0.0, 0.1, 0.0], [0.0, 0.1, 0.0], [0.1, 0.1, 0.0], [0.0, 0.1, 0.0]], "lowdin_charge": [0.239, 0.584, -0.058, -0.524, -0.073, 0.133, -0.056, 0.020, 0.083, -0.176, 0.000, -0.148, 0.074, -0.258, 0.031, 0.058, 0.103, 0.113, 0.173, 0.111, 0.113, 0.102, 0.125, 0.131, 0.101], "largest_force_ev_per_a": 1.586, "homo_lumo_gap_ev": [6.354, 4.687], "total_charge": 1, "relative_energy_kj_mol": 0.0}



{"formula": "C43H37CuN5OP2S2Se2", "method": "ωB97M-V with the def2-TZVPD basis set", "symbols": ["Se", "Se", "Cu", "S", "S", "P", "P", "O", "N", "N", "N", "N", "N", "C", "C", "C", "C", "C", "C", "C", "C", "C", "C", "C", "C", "C", "C", "C", "C", "C", "C", "C", "C", "C", "C", "C", "C", "C", "C", "C", "C", "C", "C", "C", "C", "C", "C", "C", "C", "C", "C", "C", "C", "C", "C", "C", "H", "H", "H", "H", "H", "H", "H", "H", "H", "H", "H", "H", "H", "H", "H", "H", "H", "H", "H", "H", "H", "H", "H", "H", "H", "H", "H", "H", "H", "H", "H", "H", "H", "H", "H", "H", "H"], "xyz": [[-2.224464, 2.121427, -4.451445], [-1.640231, -2.437586, 0.086546], [0.782312, -1.292198, 1.050232], [0.634443, -0.173317, 5.624086], [0.270412, 0.313491, 2.656081], [-1.732900, -0.597340, -0.942313], [-0.335553, 2.282817, -3.489859], [1.393855, -2.998147, 1.873749], [3.267997, -0.286852, 2.736215], [2.587791, -0.387680, 3.936405], [0.853284, -0.713027, -0.830004], [2.512827, 0.941641, -1.361974], [1.571593, 1.656395, -2.126787], [0.918300, 2.215032, -4.808488], [-1.213915, 5.978884, -1.961372], [-2.642726, 0.535513, 1.420265], [0.476973, -1.995797, 5.785140], [-3.534096, -3.303377, 4.977035], [2.669752, 2.000300, -6.960588], [-2.572494, -3.330455, 3.976033], [-0.157447, 3.949597, -2.731787], [-4.153879, -0.531193, -2.349433], [2.177595, 0.855261, -6.343680], [1.078989, 4.461310, -2.333394], [-3.120736, 1.568246, 2.215364], [-2.285520, -1.549144, -3.467829], [1.305835, 0.962531, -5.275752], [4.544180, -3.261986, 3.682298], [-4.449087, -1.553047, -4.505105], [-2.761477, 1.975061, -0.505135], [-4.973149, -0.876581, -3.413105], [3.771534, -1.368527, 2.287834], [2.235503, -4.698713, 3.253769], [-2.803270, -0.848743, -2.383095], [3.228852, -5.211759, 4.061301], [-0.073317, -0.013004, -1.481425], [2.346076, -3.429073, 2.621044], [-1.270659, -2.925050, 4.236615], [-3.250644, 2.998409, 0.287616], [0.344498, 1.119480, -2.255467], [3.553104, -2.715066, 2.881790], [-2.460717, 0.736529, 0.057925], [-0.917481, -2.481582, 5.509441], [2.185234, -0.465786, -1.325115], [4.407429, -4.504193, 4.288616], [-1.888612, -2.455882, 6.506653], [-3.188091, -2.862926, 6.247457], [1.405823, 3.356242, -5.426769], [-1.297671, 4.723786, -2.548606], [-3.104361, -1.897081, -4.526637], [0.016363, 6.482402, -1.571143], [4.730576, -1.273908, 1.135218], [1.162005, 5.721749, -1.763819], [-3.428288, 2.795356, 1.651821], [2.281492, 3.247850, -6.499923], [1.345106, -0.098983, 3.948531], [-3.792901, 3.602151, 2.276033], [1.961015, 3.850456, -2.452731], [-2.640444, 2.134741, -1.569334], [2.661035, 4.144987, -6.973618], [-1.620628, -2.101475, 7.496361], [5.187530, -4.900845, 4.926132], [2.910049, -0.977135, -0.697144], [-3.219568, 1.412714, 3.281478], [0.084481, 7.462338, -1.113941], [2.126938, 6.102974, -1.454042], [-2.253234, 4.332879, -2.876192], [2.268067, -0.847999, -2.353787], [-2.691828, -2.426030, -5.377204], [-2.115099, 6.561300, -1.813688], [-4.550330, -3.614832, 4.766045], [2.478391, -0.124040, -6.694228], [-5.088835, -1.814001, -5.339335], [-0.529107, -2.929622, 3.443724], [1.189065, -2.421755, 5.080579], [1.101281, 4.334460, -5.076833], [0.796053, -2.275703, 6.789804], [-3.932473, -2.832532, 7.035099], [4.524114, -2.045463, 0.391349], [3.084297, -6.182279, 4.526250], [5.748100, -1.450411, 1.497517], [-4.560643, 0.000827, -1.499229], [5.444674, -2.679181, 3.855345], [-3.478779, 3.958417, -0.159543], [3.356413, 1.916900, -7.793796], [2.506081, 1.321792, -0.414258], [1.320307, -5.252169, 3.077993], [0.925331, 0.072296, -4.788469], [4.688025, -0.287513, 0.674634], [-6.023268, -0.611352, -3.391612], [-2.371054, -0.416943, 1.857983], [-1.236800, -1.823869, -3.470656], [-2.835201, -3.655393, 2.978280]], "forces_ev_per_angstrom": [[0.0, -0.3, 0.2], [-0.1, -0.1, 0.0], [-0.3, 0.0, 0.4], [0.1, -0.1, 0.1], [0.2, 0.1, 0.0], [-0.1, 0.1, 0.1], [0.0, 0.0, 0.2], [0.2, -0.2, 0.1], [0.0, 0.0, 0.0], [0.1, 0.0, -0.1], [0.2, 0.2, -0.7], [-0.1, 0.2, 0.0], [0.0, -0.1, 0.1], [0.0, 0.0, 0.0], [0.0, 0.0, 0.0], [0.0, -0.1, 0.0], [0.0, 0.1, -0.1], [0.0, 0.0, 0.0], [0.0, 0.0, 0.0], [0.0, 0.0, 0.0], [-0.1, 0.0, 0.0], [0.0, 0.1, 0.0], [0.0, 0.0, 0.0], [0.0, 0.0, 0.0], [0.0, 0.0, 0.0], [0.1, 0.1, 0.0], [0.0, 0.0, 0.0], [0.0, 0.0, 0.0], [0.0, 0.0, 0.0], [-0.1, 0.0, -0.1], [0.0, 0.0, 0.0], [0.0, 0.0, 0.1], [0.0, 0.0, 0.0], [0.1, 0.1, 0.0], [0.0, 0.0, 0.0], [0.1, 0.1, -0.1], [-0.1, 0.0, 0.0], [0.0, 0.1, 0.0], [0.0, 0.0, 0.0], [0.0, -0.2, 0.0], [0.0, 0.0, 0.0], [0.0, 0.0, 0.0], [0.0, 0.0, -0.1], [0.0, -0.1, 0.1], [0.0, 0.0, 0.0], [0.0, 0.0, 0.0], [0.0, 0.0, 0.0], [-0.1, 0.0, -0.1], [0.0, 0.0, 0.0], [0.0, 0.0, -0.1], [0.0, 0.0, 0.0], [0.0, 0.0, -0.1], [0.0, 0.0, 0.0], [0.0, 0.0, 0.0], [0.0, 0.0, 0.0], [-0.2, 0.0, 0.0], [0.0, 0.0, 0.0], [0.0, 0.0, 0.0], [0.0, 0.0, -0.1], [0.0, 0.0, 0.0], [0.0, 0.0, 0.0], [0.0, 0.0, 0.0], [0.0, 0.0, 0.0], [0.0, 0.0, 0.0], [0.0, 0.0, 0.0], [0.0, 0.0, 0.0], [0.0, 0.0, 0.0], [0.0, 0.1, 0.0], [0.0, 0.0, 0.0], [0.0, 0.0, 0.0], [0.0, 0.0, 0.0], [0.0, 0.0, 0.0], [0.0, 0.0, 0.0], [0.0, 0.0, 0.0], [0.1, 0.0, 0.0], [0.0, 0.0, 0.0], [0.0, 0.1, 0.0], [0.0, 0.0, 0.0], [0.0, 0.0, 0.0], [0.0, 0.0, 0.0], [0.0, 0.0, 0.0], [0.0, 0.0, 0.0], [0.0, 0.0, 0.0], [0.0, 0.0, 0.0], [0.0, 0.0, 0.0], [0.1, 0.0, 0.0], [0.0, 0.0, 0.0], [0.0, 0.0, 0.0], [0.0, 0.0, 0.0], [0.0, 0.0, 0.0], [-0.1, 0.0, 0.0], [0.0, 0.0, 0.0], [0.0, 0.0, -0.1]], "mulliken_spin": [-0.002, 0.001, 0.030, 0.000, 0.013, -0.018, -0.027, -0.001, 0.001, 0.001, 0.314, 0.090, 0.417, -0.028, 0.002, 0.004, 0.000, 0.000, 0.002, 0.000, 0.011, 0.006, 0.007, -0.006, 0.001, 0.018, 0.027, 0.000, 0.000, -0.006, 0.000, 0.001, 0.000, 0.011, 0.000, 0.081, 0.000, -0.001, 0.005, 0.027, -0.001, 0.015, 0.000, -0.042, 0.000, 0.000, 0.000, 0.010, -0.007, 0.010, -0.001, -0.001, -0.001, 0.000, -0.002, -0.003, 0.000, 0.008, -0.002, 0.000, 0.000, 0.000, 0.016, 0.000, 0.000, 0.000, -0.001, 0.023, 0.000, 0.000, 0.000, 0.000, 0.000, 0.001, 0.000, 0.001, 0.000, 0.000, 0.000, 0.000, 0.000, 0.000, 0.000, 0.000, 0.000, 0.015, 0.000, -0.003, 0.000, 0.000, 0.001, -0.019, 0.000], "largest_force_ev_per_a": 0.702, "multiplicity": 2, "homo_lumo_gap_ev": [5.114, 5.398], "total_charge": -2, "relative_energy_kj_mol": 17.9}



{"formula": "C5H6Cl2S", "method": "ωB97M-V with the def2-TZVPD basis set", "symbols": ["Cl", "Cl", "S", "C", "C", "C", "C", "C", "H", "H", "H", "H", "H", "H"], "xyz": [[1.922525, -1.301986, -1.595969], [-1.672837, 1.308899, -1.705047], [-0.967581, -1.508719, 1.248225], [1.478483, 0.634807, 0.190007], [1.054920, -0.773575, -0.127909], [-0.550168, -0.732712, -0.303278], [-0.826792, 0.756130, -0.272557], [0.491406, 1.487931, 0.200748], [1.269653, -1.427235, 0.677737], [-1.008037, -1.349459, -1.153078], [-1.685416, 0.684200, 0.409211], [2.536770, 0.847640, 0.483046], [-2.494398, -1.119536, 1.582985], [0.451473, 2.493616, 0.365879]], "forces_ev_per_angstrom": [[0.0, -0.3, 0.0], [0.2, 0.7, -1.1], [-3.5, 0.1, 1.9], [1.4, -0.7, 0.8], [-1.0, 0.7, -1.4], [1.8, -0.9, -1.0], [-0.9, -0.2, 1.6], [-3.0, -2.7, -1.8], [0.7, -0.9, 0.5], [1.1, 1.3, 1.0], [0.6, 1.5, 0.5], [-1.1, -0.2, -0.4], [3.4, -0.7, -1.2], [0.2, 2.5, 0.6]], "lowdin_charge": [0.614, 0.627, 0.723, -0.140, -0.740, -0.715, -0.755, -0.038, 0.034, 0.119, 0.041, 0.134, 0.018, 0.078], "largest_force_ev_per_a": 4.412, "homo_lumo_gap_ev": 9.929, "relative_energy_kj_mol": 191.3, "smiles": "S[C@H]1[C@H](Cl)C=C[C@@H]1Cl"}